The following is a quantum chemistry calculation of a 7-piece molecular cluster, C30H80N6O11 overall, from OMol25.

Output
Spin multiplicity ... 1
Net charge ... 0
Kohn-Sham gap ... 0.288 Eh
Total energy ... -63842.5682 eV

Cartesian coordinates (Å):
N  -1.69  -3.04  -1.26
H  -0.96  -3.31  -2.12
H  -1.13  -2.71  -0.42
H  -2.17  -3.81  -1.17
H  -2.30  -2.18  -1.64
O  -0.47  -0.68  -0.52
H  0.00  -0.12  -0.02
C  -4.70  0.39  -6.11
O  -3.57  0.46  -5.28
C  -3.76  -0.08  -4.04
C  -2.58  0.48  -3.16
N  -2.90  0.10  -1.80
C  -3.64  1.19  -1.00
C  -4.50  0.60  0.08
O  -5.06  1.79  0.66
C  -5.51  1.57  2.00
H  -4.51  0.61  -7.05
H  -5.53  0.71  -5.53
H  -4.76  -0.58  -6.32
H  -3.80  -1.22  -4.02
H  -4.73  0.36  -3.53
H  -2.42  1.55  -3.34
H  -1.63  0.18  -3.51
H  -2.00  -0.01  -1.34
H  -4.20  1.63  -1.83
H  -2.98  1.88  -0.68
H  -3.63  0.09  0.66
H  -5.13  -0.26  0.01
H  -6.05  2.48  2.46
H  -4.71  1.52  2.68
H  -6.12  0.98  2.20
C  -3.17  -7.06  -2.52
O  -2.79  -6.81  -1.10
C  -3.20  -5.46  -0.73
C  -2.33  -4.94  0.41
N  -2.83  -3.52  0.63
C  -2.08  -2.98  1.90
C  -2.10  -1.45  1.68
O  -1.55  -0.82  2.72
C  -1.33  0.54  2.48
H  -4.16  -6.76  -2.81
H  -2.92  -8.10  -2.75
H  -2.55  -6.56  -3.25
H  -4.21  -5.38  -0.38
H  -2.92  -4.71  -1.54
H  -1.25  -5.04  0.10
H  -2.51  -5.44  1.20
H  -3.82  -3.54  0.88
H  -1.12  -3.31  1.84
H  -2.36  -3.26  2.91
H  -2.89  -0.94  1.53
H  -1.70  -1.20  0.67
H  -2.35  1.24  2.40
H  -0.82  0.85  1.45
H  -1.04  1.26  3.30
C  2.46  -3.59  2.99
O  1.75  -4.41  2.20
C  1.16  -3.75  1.10
C  2.17  -3.33  0.08
N  1.43  -2.77  -1.05
C  2.27  -2.25  -2.23
C  1.45  -1.61  -3.29
O  2.19  -1.47  -4.50
C  1.64  -0.69  -5.46
H  3.52  -3.44  2.94
H  2.45  -3.96  3.97
H  2.26  -2.48  2.84
H  0.60  -2.68  1.55
H  0.38  -4.51  0.69
H  2.70  -4.38  -0.27
H  2.86  -2.46  0.36
H  0.93  -2.01  -0.69
H  2.69  -3.16  -2.69
H  3.09  -1.77  -2.03
H  1.27  -0.50  -2.99
H  0.69  -2.14  -3.46
H  0.71  -1.22  -5.93
H  2.46  -0.71  -6.22
H  1.32  0.21  -5.22
C  9.33  0.84  -1.01
O  8.00  1.08  -0.66
C  7.21  1.38  -1.68
C  5.85  2.09  -1.21
N  4.86  2.04  -2.28
C  3.52  2.63  -1.83
C  2.60  2.80  -3.01
O  1.28  3.28  -2.53
C  0.47  2.29  -2.04
H  9.31  0.31  -1.83
H  9.85  0.25  -0.23
H  10.04  1.76  -0.91
H  7.01  0.65  -2.26
H  7.55  2.08  -2.42
H  6.20  3.03  -0.93
H  5.29  1.61  -0.28
H  5.20  2.49  -3.06
H  3.77  3.67  -1.42
H  3.14  2.07  -1.06
H  2.63  1.92  -3.64
H  2.91  3.53  -3.60
H  0.24  1.54  -2.82
H  -0.40  2.68  -1.55
H  0.84  1.63  -1.31
C  -1.15  7.22  7.58
O  -0.64  5.90  7.81
C  -0.89  4.99  6.66
C  0.26  5.06  5.69
N  -0.04  4.42  4.40
C  0.50  2.96  4.37
C  0.81  2.55  3.00
O  1.51  1.30  3.11
C  1.87  0.71  1.89
H  -2.20  7.29  7.58
H  -0.65  7.63  6.68
H  -0.66  7.72  8.33
H  -1.97  5.32  6.33
H  -0.79  3.78  7.11
H  1.33  5.08  6.10
H  0.06  6.24  5.20
H  -1.03  4.64  4.07
H  -0.39  2.17  4.74
H  1.34  2.58  4.89
H  1.35  3.24  2.43
H  -0.18  2.44  2.33
H  0.97  0.59  1.35
H  1.93  -0.47  1.99
H  2.65  0.91  1.16

Mulliken population analysis, charges in e, atoms 1 to 8:
1. N 0.4214
2. H 0.3105
3. H -1.1606
4. H 0.7010
5. H 0.2526
6. O 1.0888
7. H -1.3805
8. C -1.0947



The following is a quantum chemistry calculation of a 10-piece molecular cluster, C30H80O10 overall, from OMol25.

Output
Spin multiplicity ... 1
Net charge ... 0
Kohn-Sham gap ... 0.345 Eh
Total energy ... -52883.2230 eV
SMILES ... CC(C)O.CC(C)O.CC(C)O.CC(C)O.CC(C)O.CC(C)O.CC(C)O.CC(C)O.CC(C)O.CC(C)O

Cartesian coordinates (Å):
C  3.33  -1.47  0.66
C  4.29  -1.06  -0.43
C  5.65  -1.77  -0.35
O  3.71  -1.31  -1.72
H  3.72  -1.35  1.67
H  2.97  -2.49  0.47
H  2.39  -0.91  0.59
H  4.53  0.00  -0.37
H  5.59  -2.85  -0.47
H  6.21  -1.50  0.55
H  6.22  -1.41  -1.21
H  3.65  -2.27  -1.81
C  -1.31  -6.31  0.27
C  -0.89  -5.07  -0.54
C  -0.16  -4.06  0.32
O  -0.02  -5.49  -1.60
H  -1.85  -7.03  -0.35
H  -1.97  -6.05  1.10
H  -0.44  -6.81  0.69
H  -1.79  -4.64  -0.97
H  0.15  -3.24  -0.33
H  0.73  -4.49  0.77
H  -0.81  -3.60  1.06
H  -0.57  -5.89  -2.28
C  -2.62  -2.56  3.15
C  -3.28  -2.43  4.51
C  -3.13  -3.70  5.36
O  -2.71  -1.31  5.17
H  -2.72  -3.56  2.75
H  -1.57  -2.27  3.21
H  -3.07  -1.87  2.43
H  -4.37  -2.29  4.40
H  -3.48  -4.56  4.78
H  -3.72  -3.64  6.27
H  -2.10  -3.87  5.67
H  -3.11  -1.19  6.04
C  -1.48  1.61  -4.57
C  -0.94  2.85  -5.27
C  -0.92  2.64  -6.77
O  -1.80  3.94  -4.91
H  -2.43  1.30  -5.00
H  -1.71  1.83  -3.52
H  -0.75  0.80  -4.63
H  0.07  3.04  -4.88
H  -0.19  1.87  -7.04
H  -0.66  3.56  -7.32
H  -1.90  2.33  -7.13
H  -1.53  4.70  -5.43
C  4.92  0.70  -4.90
C  4.11  1.55  -3.94
C  2.63  1.20  -3.89
O  4.66  1.41  -2.63
H  4.83  -0.36  -4.63
H  5.96  1.00  -4.92
H  4.54  0.78  -5.92
H  4.20  2.60  -4.23
H  2.08  2.00  -3.38
H  2.48  0.27  -3.33
H  2.22  1.13  -4.90
H  4.39  0.53  -2.35
C  0.28  -2.48  -3.98
C  1.44  -3.45  -4.18
C  2.58  -2.72  -4.87
O  1.91  -3.93  -2.94
H  0.60  -1.54  -3.54
H  -0.52  -2.91  -3.36
H  -0.21  -2.22  -4.92
H  1.09  -4.26  -4.84
H  2.23  -2.38  -5.85
H  3.44  -3.38  -5.05
H  2.92  -1.86  -4.30
H  1.17  -4.38  -2.48
C  0.30  0.28  -1.27
C  -0.82  0.34  -0.24
C  -0.48  -0.30  1.10
O  -1.05  1.74  -0.02
H  0.69  -0.73  -1.45
H  1.17  0.86  -0.99
H  -0.08  0.62  -2.24
H  -1.70  -0.12  -0.69
H  0.46  0.09  1.49
H  -0.38  -1.39  1.02
H  -1.26  -0.09  1.83
H  -1.78  1.84  0.62
C  -0.02  4.62  2.60
C  -0.07  4.80  1.09
C  0.46  6.16  0.70
O  0.76  3.81  0.49
H  1.03  4.58  2.90
H  -0.45  3.66  2.90
H  -0.48  5.40  3.20
H  -1.10  4.67  0.74
H  0.45  6.28  -0.39
H  1.46  6.35  1.10
H  -0.21  6.91  1.13
H  0.22  3.02  0.32
C  -0.81  1.36  6.74
C  -0.55  1.77  5.30
C  0.84  1.37  4.80
O  -1.51  1.21  4.41
H  -0.75  0.27  6.82
H  -1.75  1.74  7.13
H  -0.03  1.79  7.37
H  -0.59  2.86  5.22
H  0.89  0.28  4.74
H  1.69  1.72  5.39
H  0.94  1.70  3.76
H  -1.87  0.41  4.81
C  -4.64  0.95  2.80
C  -4.15  2.30  2.27
C  -4.47  3.44  3.24
O  -2.74  2.26  2.07
H  -5.73  0.98  2.94
H  -4.21  0.80  3.79
H  -4.40  0.17  2.09
H  -4.57  2.53  1.29
H  -4.16  4.39  2.82
H  -3.89  3.26  4.15
H  -5.52  3.46  3.55
H  -2.29  2.12  2.92

Mulliken population analysis, charges in e, atoms 1 to 8:
1. C -1.1959
2. C 0.5334
3. C -1.6388
4. O -0.1123
5. H 0.5136
6. H 0.2356
7. H 0.0632
8. H 0.5080



The following is a quantum chemistry calculation of a 10-piece molecular cluster, C30H80O10 overall, from OMol25.

Output
Spin multiplicity ... 1
Net charge ... 0
Kohn-Sham gap ... 0.366 Eh
Total energy ... -52878.2788 eV
SMILES ... CC(C)O.CC(C)O.CC(C)O.CC(C)O.CC(C)O.CC(C)O.CC(C)O.CC(C)O.CC(C)O.CC(C)O

Cartesian coordinates (Å):
C  6.99  -7.83  -4.73
C  5.56  -7.26  -4.72
C  4.51  -8.33  -5.12
O  5.50  -6.89  -3.37
H  7.69  -7.00  -4.68
H  7.12  -8.35  -5.68
H  7.16  -8.51  -3.89
H  5.47  -6.35  -5.31
H  4.45  -9.26  -4.55
H  4.59  -8.78  -6.10
H  3.49  -7.94  -5.10
H  5.21  -5.98  -3.38
C  14.08  -7.41  -0.38
C  12.94  -8.09  -1.14
C  11.81  -7.09  -1.43
O  13.52  -8.66  -2.27
H  14.45  -6.65  -1.07
H  14.84  -8.09  0.00
H  13.59  -6.90  0.45
H  12.60  -8.92  -0.52
H  10.81  -7.45  -1.68
H  12.05  -6.43  -2.26
H  11.71  -6.34  -0.64
H  12.84  -9.19  -2.69
C  5.74  0.30  -4.10
C  4.36  -0.26  -4.43
C  3.54  -0.59  -3.16
O  3.60  0.76  -5.19
H  5.73  1.17  -3.45
H  6.31  0.57  -4.99
H  6.40  -0.46  -3.68
H  4.45  -1.15  -5.04
H  2.49  -0.86  -3.29
H  3.59  0.29  -2.52
H  4.04  -1.39  -2.62
H  3.53  1.39  -4.47
C  8.19  -0.92  -1.14
C  7.99  0.49  -0.77
C  9.09  1.00  0.29
O  8.09  1.31  -1.90
H  9.09  -1.11  -1.72
H  7.33  -1.33  -1.68
H  8.34  -1.59  -0.29
H  7.01  0.60  -0.30
H  8.88  2.02  0.60
H  10.09  0.86  -0.14
H  9.06  0.50  1.25
H  8.94  1.23  -2.34
C  5.90  -6.78  0.31
C  6.73  -8.08  0.52
C  6.79  -8.49  1.98
O  6.26  -9.07  -0.34
H  6.00  -6.33  -0.68
H  6.03  -6.02  1.07
H  4.85  -6.97  0.53
H  7.75  -7.94  0.18
H  5.74  -8.74  2.14
H  7.27  -7.84  2.71
H  7.30  -9.45  2.11
H  6.29  -8.88  -1.28
C  7.31  -3.26  -4.00
C  8.36  -3.68  -3.06
C  8.45  -5.20  -2.68
O  9.60  -3.26  -3.64
H  6.40  -3.18  -3.41
H  7.25  -3.87  -4.90
H  7.64  -2.29  -4.37
H  8.21  -3.30  -2.05
H  7.45  -5.49  -2.36
H  9.15  -5.35  -1.85
H  8.79  -5.74  -3.57
H  9.65  -3.69  -4.50
C  10.38  -8.67  -5.86
C  10.60  -7.25  -5.49
C  12.12  -6.90  -5.70
O  9.96  -6.38  -6.31
H  10.65  -9.38  -5.08
H  10.99  -8.91  -6.74
H  9.33  -8.82  -6.15
H  10.29  -6.97  -4.49
H  12.41  -6.76  -6.74
H  12.66  -7.68  -5.16
H  12.32  -5.86  -5.45
H  9.21  -6.79  -6.74
C  10.45  0.89  -6.26
C  10.26  1.58  -4.88
C  9.12  2.56  -4.96
O  10.08  0.58  -3.97
H  9.55  0.42  -6.67
H  11.13  0.04  -6.15
H  10.90  1.65  -6.90
H  11.20  2.09  -4.66
H  8.15  2.12  -5.19
H  9.30  3.27  -5.77
H  9.02  3.19  -4.08
H  9.62  -0.17  -4.37
C  9.16  -5.23  1.47
C  9.86  -5.76  2.68
C  11.07  -6.68  2.50
O  10.21  -4.67  3.50
H  10.03  -4.96  0.88
H  8.62  -4.32  1.72
H  8.73  -5.99  0.84
H  9.08  -6.21  3.29
H  10.74  -7.71  2.46
H  11.73  -6.65  3.36
H  11.74  -6.56  1.65
H  10.98  -4.29  3.07
C  10.78  -2.16  -8.55
C  9.75  -3.06  -7.87
C  8.25  -2.76  -8.29
O  10.04  -4.34  -8.23
H  10.70  -2.05  -9.63
H  11.78  -2.49  -8.26
H  10.57  -1.15  -8.20
H  9.99  -2.92  -6.81
H  7.82  -2.13  -7.50
H  7.70  -3.69  -8.14
H  8.13  -2.22  -9.23
H  9.70  -5.02  -7.63

Mulliken population analysis, charges in e, atoms 1 to 8:
1. C -0.0678
2. C 0.5721
3. C -1.7206
4. O -0.4085
5. H -0.7438
6. H 0.4856
7. H 0.1544
8. H 0.3560



So what do the calculations give for energy above the lowest of the compared OMol25 structures with the same formula, charge and spin? Going down the list: 5.543, 0.000, 4.944 eV.